1.
{"formula": "C2H6LaO2", "method": "ωB97M-V/def2-TZVPD", "elements": ["O", "O", "H", "La", "C", "C", "H", "H", "H", "H", "H"], "xyz": [[3.630, 0.207, -0.735], [0.667, 0.742, 0.100], [0.926, 0.964, -0.893], [2.824, 0.076, 1.272], [-0.722, 0.479, 0.346], [-1.205, -0.820, -0.256], [-1.265, 1.335, -0.078], [-0.822, 0.471, 1.439], [-1.091, -0.816, -1.349], [-0.671, -1.678, 0.173], [-2.269, -0.959, -0.020]], "forces_ev_per_a": [[-2.29, -0.33, 5.78], [2.02, 0.35, -2.20], [-0.97, -0.82, 2.80], [1.95, 0.51, -6.11], [-0.70, 0.43, -0.36], [-0.02, -0.17, 0.00], [-0.11, -0.26, 0.38], [-0.06, 0.14, -0.27], [-0.02, -0.08, 0.31], [-0.06, 0.14, -0.21], [0.26, 0.09, -0.11]], "total_charge": 1, "mol_weight_g_mol": 200.974, "e_homo_ev": [-12.85, -12.85], "lumo_ev": [-5.2, -5.2], "multiplicity": 1, "homo_lumo_gap_ev": [7.7, 7.7]}

***

2.
{"formula": "C19H13BrN4O4Rh", "method": "ωB97M-V/def2-TZVPD", "elements": ["Rh", "Br", "C", "C", "C", "C", "C", "N", "C", "O", "O", "H", "H", "H", "O", "C", "O", "C", "C", "C", "C", "C", "N", "H", "H", "H", "H", "N", "C", "N", "C", "C", "C", "C", "C", "C", "H", "H", "H", "H", "H", "H"], "xyz": [[0.099, -0.008, -0.126], [-1.352, -2.851, -2.291], [-2.573, -1.769, -1.332], [-3.887, -2.183, -1.153], [-4.775, -1.310, -0.547], [-4.332, -0.053, -0.163], [-2.990, 0.235, -0.336], [-2.118, -0.600, -0.892], [-2.410, 1.608, 0.091], [-3.116, 2.576, -0.048], [-1.226, 1.523, 0.526], [-4.194, -3.166, -1.473], [-5.800, -1.602, -0.388], [-4.987, 0.691, 0.260], [3.830, 0.357, 1.887], [2.782, 0.443, 1.294], [1.797, -0.333, 1.286], [2.558, 1.719, 0.425], [3.318, 2.845, 0.684], [3.016, 4.002, -0.014], [1.985, 3.976, -0.939], [1.286, 2.794, -1.145], [1.580, 1.684, -0.470], [4.099, 2.788, 1.426], [3.569, 4.909, 0.179], [1.718, 4.862, -1.493], [0.477, 2.755, -1.863], [-0.281, -3.875, 1.857], [-0.719, -2.645, 1.539], [-0.053, -2.127, 0.532], [0.910, -3.041, 0.185], [1.873, -2.996, -0.819], [2.701, -4.094, -0.942], [2.549, -5.214, -0.122], [1.572, -5.286, 0.855], [0.766, -4.170, 1.016], [-0.649, -4.464, 2.589], [-1.535, -2.156, 2.038], [1.939, -2.134, -1.475], [3.469, -4.102, -1.700], [3.204, -6.057, -0.263], [1.430, -6.174, 1.450]], "forces_ev_per_a": [[0.85, -0.41, 2.45], [-0.30, 0.11, 0.05], [0.21, -0.44, -0.35], [0.34, 0.02, -0.02], [0.12, 0.25, 0.09], [0.14, -0.29, -0.21], [-0.07, 1.23, 0.41], [1.08, 0.30, 0.15], [-2.95, -1.59, -1.68], [0.66, 0.17, 0.57], [3.94, -0.52, 0.54], [0.03, -0.02, -0.13], [-0.13, -0.06, -0.02], [0.01, 0.09, 0.06], [-0.44, -0.62, 0.17], [1.94, 3.33, -1.07], [-3.65, -1.70, -1.24], [0.58, -0.94, 1.18], [-0.23, 0.03, -0.47], [0.05, -0.18, 0.14], [-0.09, -0.28, -0.15], [-0.07, 0.68, -0.42], [-1.80, -0.47, 0.09], [0.04, -0.08, 0.04], [0.00, 0.12, -0.03], [-0.08, -0.01, -0.08], [0.00, -0.08, 0.10], [-0.22, 0.19, 0.10], [-0.31, 0.19, 0.01], [-0.64, 1.37, 0.18], [0.49, -0.77, -0.02], [-0.06, -0.11, 0.19], [-0.14, 0.35, -0.14], [-0.21, -0.17, 0.27], [0.12, 0.01, -0.10], [0.46, 0.41, -0.80], [0.00, 0.13, -0.05], [-0.08, 0.04, 0.15], [0.15, -0.04, -0.02], [0.08, 0.02, -0.07], [0.09, -0.13, -0.03], [0.08, -0.12, 0.12]], "total_charge": 1, "mol_weight_g_mol": 544.147, "e_homo_ev": [-12.20, -12.19], "lumo_ev": [-6.3, -6.0], "multiplicity": 1, "homo_lumo_gap_ev": [5.9, 6.2]}

***

3.
{"formula": "C4H8O2", "method": "ωB97M-V/def2-TZVPD", "elements": ["C", "C", "C", "O", "C", "O", "H", "H", "H", "H", "H", "H", "H", "H"], "xyz": [[1.922, -0.222, -0.894], [0.821, 0.180, 0.087], [-0.465, -0.596, -0.119], [-0.533, -1.625, -0.757], [-1.736, -0.054, 0.528], [-1.466, 1.104, 1.287], [2.912, -0.179, -0.433], [1.932, 0.441, -1.765], [1.750, -1.240, -1.250], [0.592, 1.250, 0.062], [1.119, -0.011, 1.127], [-2.441, 0.134, -0.294], [-2.169, -0.856, 1.144], [-2.240, 1.674, 1.279]], "forces_ev_per_a": [[0.04, -0.02, -0.05], [0.01, -0.01, -0.05], [-0.03, -0.25, -0.14], [0.01, 0.42, 0.24], [-0.07, -0.28, -0.18], [-0.16, 0.22, 0.07], [-0.14, 0.04, -0.05], [-0.03, -0.12, 0.10], [0.08, 0.11, 0.07], [0.05, -0.17, -0.01], [-0.07, -0.01, -0.09], [0.12, 0.02, 0.12], [0.12, 0.12, -0.08], [0.07, -0.07, 0.06]], "total_charge": 0, "de_lowest_kcal_mol": 23.3, "mol_weight_g_mol": 88.106, "e_homo_ev": -9.67, "lumo_ev": 0.7, "multiplicity": 1, "homo_lumo_gap_ev": 10.3, "smiles": "CCC(=O)CO"}

***

4.
{"formula": "C2H4N2S2", "method": "ωB97M-V/def2-TZVPD", "elements": ["S", "N", "C", "S", "H", "H", "H", "C", "N", "H"], "xyz": [[-0.906, 0.390, 1.351], [-0.350, 0.531, -0.203], [0.490, 1.662, -0.463], [-1.078, 1.720, -1.291], [-1.726, -0.527, 0.923], [0.623, 2.300, 0.437], [1.327, 1.623, -1.028], [0.789, -1.866, -0.581], [0.315, -2.071, 0.439], [0.854, -1.496, -1.612]], "forces_ev_per_a": [[-0.35, 0.75, 1.56], [1.32, 0.22, -2.21], [-2.39, 1.18, 3.10], [-0.34, 0.54, -0.19], [-0.82, -0.91, 0.35], [-0.21, -0.04, -0.73], [2.47, -0.81, -1.86], [-0.80, 0.68, -1.50], [0.61, -1.08, 0.52], [0.50, -0.53, 0.94]], "total_charge": 0, "de_lowest_kcal_mol": 94.3, "mol_weight_g_mol": 120.202, "e_homo_ev": -8.68, "lumo_ev": 0.5, "multiplicity": 1, "homo_lumo_gap_ev": 9.1, "smiles": "SN1CS1.C#N"}

***

5.
{"formula": "C3H8ClN4OP", "method": "ωB97M-V/def2-TZVPD", "elements": ["C", "C", "C", "N", "N", "N", "N", "O", "P", "Cl", "H", "H", "H", "H", "H", "H", "H", "H"], "xyz": [[-3.536, -1.017, -0.519], [-2.701, -0.933, 0.599], [-2.193, 0.577, 0.498], [-4.306, -0.932, -1.350], [3.350, -0.430, -1.714], [3.730, 0.800, 0.558], [-1.286, 0.774, -0.577], [3.040, -1.858, 0.494], [3.372, -0.574, -0.122], [0.224, 0.054, -0.272], [-1.747, -1.569, 0.363], [-3.251, -1.333, 1.572], [-3.155, 1.092, 0.383], [-1.685, 0.935, 1.427], [3.057, -1.324, -2.209], [3.500, 0.450, -2.158], [-1.660, 0.365, -1.568], [3.382, 0.884, 1.468]], "forces_ev_per_a": [[-0.99, -0.62, -0.04], [2.88, -1.17, 2.05], [-0.88, -0.97, 2.16], [-0.95, -0.01, -1.54], [-0.52, -2.93, -0.80], [-0.08, -1.71, -3.02], [-1.45, -0.18, -3.90], [-0.13, -0.24, -0.78], [0.50, 2.59, 2.77], [0.37, -0.40, 0.10], [-1.73, 0.75, 0.90], [1.34, 1.14, -1.98], [0.70, 0.72, -0.33], [-0.52, -0.44, -0.63], [0.73, 2.09, 0.43], [-0.07, 0.19, -0.39], [1.05, 1.17, 3.21], [-0.24, 0.01, 1.78]], "total_charge": 0, "de_lowest_kcal_mol": 15.1, "mol_weight_g_mol": 182.551, "e_homo_ev": -9.68, "lumo_ev": 0.3, "multiplicity": 1, "homo_lumo_gap_ev": 9.9}

***

6.
{"formula": "C22H66O11", "method": "ωB97M-V/def2-TZVPD", "elements": ["C", "C", "O", "H", "H", "H", "H", "H", "H", "C", "C", "O", "H", "H", "H", "H", "H", "H", "C", "C", "O", "H", "H", "H", "H", "H", "H", "C", "C", "O", "H", "H", "H", "H", "H", "H", "C", "C", "O", "H", "H", "H", "H", "H", "H", "C", "C", "O", "H", "H", "H", "H", "H", "H", "C", "C", "O", "H", "H", "H", "H", "H", "H", "C", "C", "O", "H", "H", "H", "H", "H", "H", "C", "C", "O", "H", "H", "H", "H", "H", "H", "C", "C", "O", "H", "H", "H", "H", "H", "H", "C", "C", "O", "H", "H", "H", "H", "H", "H"], "xyz": [[-1.030, 4.551, 0.861], [-0.410, 4.792, -0.454], [-0.669, 6.087, -0.908], [-2.107, 4.720, 0.850], [-0.614, 5.128, 1.686], [-0.918, 3.483, 1.049], [-0.992, 4.131, -1.097], [0.656, 4.574, -0.511], [-0.573, 6.075, -1.863], [-3.566, 1.729, -0.710], [-4.719, 0.826, -1.202], [-4.100, -0.378, -1.357], [-3.926, 2.758, -0.706], [-2.703, 1.654, -1.371], [-3.339, 1.487, 0.328], [-5.202, 1.152, -2.123], [-5.461, 0.759, -0.406], [-3.723, -0.313, -2.238], [1.297, -5.494, 1.998], [2.094, -4.200, 1.916], [2.049, -3.782, 0.546], [0.354, -5.441, 1.456], [1.137, -5.885, 3.003], [1.796, -6.303, 1.465], [3.126, -4.187, 2.267], [1.642, -3.469, 2.586], [2.774, -3.200, 0.306], [2.927, 0.606, -2.048], [4.153, 0.081, -2.802], [4.470, 1.081, -3.756], [2.709, -0.195, -1.341], [2.035, 0.813, -2.640], [3.161, 1.470, -1.426], [3.955, -0.838, -3.355], [4.966, -0.038, -2.086], [4.732, 0.639, -4.568], [-0.505, 1.749, -3.708], [-1.531, 2.819, -4.049], [-2.760, 2.143, -4.229], [-0.595, 0.905, -4.392], [-0.716, 1.266, -2.754], [0.516, 2.110, -3.830], [-1.280, 3.291, -4.999], [-1.653, 3.611, -3.310], [-3.392, 2.859, -4.331], [-5.811, -1.898, 1.754], [-4.655, -2.714, 1.179], [-3.552, -1.842, 0.839], [-6.109, -1.076, 1.102], [-5.422, -1.434, 2.660], [-6.629, -2.601, 1.910], [-5.067, -3.260, 0.331], [-4.311, -3.440, 1.916], [-3.747, -1.470, -0.023], [-1.866, 1.363, 4.285], [-2.793, 0.423, 3.469], [-2.038, -0.423, 2.648], [-2.479, 2.071, 4.843], [-1.346, 1.944, 3.523], [-1.097, 0.829, 4.844], [-3.512, 0.999, 2.887], [-3.377, -0.225, 4.123], [-2.607, -0.998, 2.132], [2.721, 4.156, 1.876], [2.200, 2.748, 1.580], [1.258, 2.414, 2.558], [3.475, 4.315, 1.105], [3.125, 4.252, 2.883], [1.953, 4.898, 1.656], [3.046, 2.067, 1.675], [1.878, 2.646, 0.544], [0.951, 1.514, 2.425], [1.051, -3.114, -2.678], [-0.127, -3.681, -1.888], [0.166, -4.855, -1.160], [0.782, -2.132, -3.067], [1.234, -3.721, -3.564], [1.958, -2.998, -2.085], [-0.919, -3.909, -2.602], [-0.523, -2.940, -1.193], [0.800, -4.598, -0.487], [-0.303, -0.054, -0.324], [0.677, -0.706, 0.656], [0.593, -0.141, 1.920], [-0.210, -0.367, -1.364], [-0.294, 1.036, -0.300], [-1.325, -0.374, -0.119], [1.720, -0.551, 0.383], [0.486, -1.770, 0.794], [-0.317, -0.333, 2.157], [4.910, -1.247, 1.783], [5.536, -1.906, 0.581], [4.483, -2.469, -0.192], [4.104, -0.565, 1.513], [5.704, -0.804, 2.384], [4.352, -1.934, 2.419], [6.288, -2.644, 0.858], [6.097, -1.145, 0.038], [4.826, -2.963, -0.941]], "forces_ev_per_a": [[-0.22, -0.39, 1.26], [-0.72, -0.44, -0.88], [-0.03, 1.23, -0.26], [-0.02, 0.25, -0.25], [0.15, -0.10, -0.01], [0.21, -0.03, 0.47], [0.50, -0.58, -0.49], [0.08, -0.24, 0.18], [0.06, 0.24, -0.01], [-1.52, 1.12, -0.15], [0.69, 2.25, 1.45], [0.08, -2.75, -1.29], [0.25, 0.34, 0.00], [-0.01, -0.05, 0.14], [0.32, -0.24, -0.16], [0.00, 0.20, 0.00], [-0.19, -0.10, -0.12], [0.44, -0.62, -0.08], [0.66, -0.82, -0.33], [-0.41, 0.42, -0.07], [-0.49, -0.31, 0.35], [-0.19, 0.52, 0.34], [-0.08, 0.41, 0.11], [0.41, 0.01, -0.05], [0.21, -0.84, -0.12], [-0.46, 0.39, -0.21], [0.47, 0.21, 0.22], [0.41, -1.18, 0.71], [-1.10, 1.27, -0.17], [0.55, 0.20, -0.58], [-0.44, 0.01, 0.13], [0.28, -0.12, -0.22], [0.18, 0.17, -0.26], [-0.13, -0.31, 0.44], [0.16, -0.25, -0.05], [0.14, 0.19, -0.05], [-0.17, -0.11, -0.23], [0.54, -0.67, -0.48], [-0.69, 0.14, 0.21], [-0.17, 0.19, -0.47], [0.33, 0.52, 0.32], [-0.01, 0.06, 0.50], [0.32, 0.18, -0.08], [0.30, -0.06, 0.33], [-0.51, -0.25, -0.11], [0.90, -0.22, 0.12], [-0.29, 0.89, -0.07], [-0.49, -1.29, 0.62], [-0.10, -0.23, -0.24], [-0.52, -0.08, 0.34], [-0.24, 0.38, 0.37], [0.57, -0.09, -0.38], [0.15, 0.07, -0.06], [0.06, 0.46, -0.46], [-0.58, -0.33, -1.74], [0.01, 0.01, 1.22], [1.10, 0.17, -0.11], [0.22, -0.24, 0.39], [0.26, 0.23, 0.10], [-0.37, 0.01, 0.29], [0.01, 0.29, -0.15], [-0.22, 0.12, 0.40], [-0.46, -0.28, -0.51], [-0.28, -0.52, -1.28], [0.87, 0.23, 1.06], [-0.53, 0.79, 0.19], [0.46, 0.31, 0.26], [-0.09, 0.00, -0.16], [-0.13, 0.05, 0.42], [0.36, -0.24, -0.08], [-0.54, 0.16, -0.17], [-0.04, -0.62, -0.27], [-0.34, 0.06, -0.21], [0.13, 0.12, 0.06], [-0.36, -0.32, -0.68], [-0.04, 0.23, 0.07], [0.29, -0.22, 0.15], [-0.02, -0.12, 0.05], [-0.12, -0.16, 0.09], [-0.04, 0.32, 0.01], [0.44, 0.14, 0.24], [-0.46, -0.48, -0.26], [0.49, 0.00, -0.94], [-0.12, 0.45, 0.91], [0.66, -0.11, -0.06], [0.26, 0.05, 0.18], [-0.12, 0.10, 0.49], [-0.05, -0.26, -0.47], [0.07, -0.22, -0.65], [-0.77, 0.29, 1.01], [-0.37, -0.41, 0.43], [-0.02, 0.32, 0.20], [-0.11, -0.04, -0.18], [0.49, 0.58, -0.28], [-0.28, 0.35, 0.02], [0.37, -0.51, 0.06], [-0.18, -0.34, 0.18], [-0.16, 0.14, -0.43], [0.15, -0.02, -0.05]], "total_charge": 0, "de_lowest_kcal_mol": 64.4, "mol_weight_g_mol": 506.759, "e_homo_ev": -9.35, "lumo_ev": 0.4, "multiplicity": 1, "homo_lumo_gap_ev": 9.8, "smiles": "CCO.CCO.CCO.CCO.CCO.CCO.CCO.CCO.CCO.CCO.CCO"}